Record 1
ORCA calculation (wB97M-V/def2-TZVPD) on a cluster of 5 separate species, C32H55BF12N3O13 in total at a distorted geometry.

Output
total charge = +1

Geometry as XYZ:
```
116
C32H55BF12N3O13 (wB97M-V/def2-TZVPD)
C -1.9025 -2.1364 1.0965
C -2.2894 -2.5110 -0.0781
C -3.6353 -2.0268 -0.5808
C -3.4212 -0.6777 -1.2612
O -3.3028 0.3665 -0.3335
C -3.1557 1.6482 -0.8813
O -3.4485 2.5704 0.1047
C -2.3614 2.7097 1.0353
C -1.8546 4.1634 1.0955
N -0.5510 4.3469 0.4651
C -0.6404 4.4228 -0.9972
C 0.3137 3.4657 -1.7136
C 1.6014 4.1396 -2.1973
O -0.3126 2.8728 -2.8694
C -4.0545 1.9726 -2.0601
N -4.1343 0.8479 -3.0495
C -2.9211 0.9312 -3.9569
C -2.2958 -0.3515 -4.4891
C -2.8289 -0.8180 -5.8791
N -1.7610 -1.2819 -6.7533
C -4.4277 -0.4420 -2.3854
C -5.9206 -0.5854 -2.0074
B -6.4187 0.0672 -0.6491
O -7.4981 0.9517 -0.7117
O -5.8880 -0.2138 0.5747
H -0.8975 -2.3191 1.4368
H -2.5917 -1.6138 1.7347
H -1.7295 -3.1719 -0.7182
H -4.2729 -1.9395 0.2882
H -4.0167 -2.6983 -1.3453
H -2.4444 -0.7829 -1.7517
H -2.1057 1.7897 -1.1665
H -2.7273 2.4599 2.0277
H -1.5538 2.0144 0.8287
H -2.5924 4.8157 0.6465
H -1.7574 4.4796 2.1284
H 0.0708 3.6118 0.7711
H -0.3559 5.4320 -1.2961
H -1.6633 4.2864 -1.3497
H 0.5488 2.6222 -1.0748
H 2.3439 3.3587 -2.3128
H 1.9283 4.9305 -1.5358
H 1.3890 4.5144 -3.1910
H -0.7502 3.5793 -3.3617
H -5.0481 2.2529 -1.7298
H -3.6564 2.8567 -2.5349
H -4.9501 1.0844 -3.6136
H -3.2165 1.5274 -4.8132
H -2.1440 1.5128 -3.4815
H -2.3440 -1.2097 -3.8275
H -1.2434 -0.1509 -4.6404
H -3.5515 -1.6187 -5.7621
H -3.2828 0.0183 -6.4034
H -1.1463 -1.9246 -6.2689
H -1.2024 -0.5011 -7.0719
H -4.2789 -1.2762 -3.0541
H -6.1636 -1.6429 -1.9959
H -6.5136 -0.1672 -2.8201
H -7.2210 1.8324 -0.4226
H -5.7594 0.6247 1.0422
C 6.6868 -0.8984 -3.9818
C 6.4139 0.0643 -2.8472
O 6.2693 1.4153 -3.3361
C 5.0889 1.7318 -3.8396
O 4.1350 1.0115 -3.9270
C 5.0860 3.2065 -4.2696
F 6.1907 3.5303 -4.9559
F 5.0202 4.0096 -3.1900
F 4.0316 3.4833 -5.0469
H 7.5539 -0.5729 -4.5575
H 6.8755 -1.8973 -3.5922
H 5.8412 -0.9477 -4.6678
H 7.2587 0.0817 -2.1629
H 5.5353 -0.2274 -2.2738
C -5.5561 -1.2771 3.3702
C -4.7066 -2.2301 4.1823
O -3.8822 -1.5132 5.1176
C -4.4567 -1.1398 6.2585
O -5.5848 -1.3499 6.5872
C -3.4155 -0.4229 7.1291
F -2.7096 0.4733 6.4123
F -2.5397 -1.3126 7.6349
F -3.9821 0.2300 8.1416
H -4.9259 -0.5293 2.8894
H -6.1097 -1.8170 2.6054
H -6.2686 -0.7453 4.0014
H -4.0186 -2.7647 3.5291
H -5.3104 -2.9756 4.6982
C -0.1023 -1.7127 6.3880
C 1.4020 -1.8497 6.3087
O 1.7879 -2.6655 5.1817
C 1.8071 -2.0629 4.0034
O 1.5350 -0.9170 3.7852
C 2.2756 -3.0505 2.9236
F 1.6628 -4.2390 3.0437
F 3.6002 -3.2563 3.0178
F 2.0169 -2.5780 1.6979
H -0.5739 -2.6956 6.4083
H -0.3849 -1.1660 7.2778
H -0.4896 -1.1828 5.5172
H 1.7820 -2.3595 7.1912
H 1.8921 -0.8783 6.2572
C 8.0292 -2.8773 2.9727
C 8.3852 -1.5099 2.4299
O 9.2139 -1.6148 1.2551
C 8.5882 -1.8625 0.1155
O 7.4077 -2.0067 -0.0296
C 9.6037 -1.8975 -1.0370
F 10.6885 -2.6153 -0.7165
F 10.0051 -0.6487 -1.3402
F 9.0615 -2.4334 -2.1357
H 8.9316 -3.4606 3.1574
H 7.4732 -2.7824 3.9046
H 7.4198 -3.4363 2.2630
H 8.9739 -0.9583 3.1595
H 7.4964 -0.9190 2.2117
```

Results of the Mulliken charge analysis, in e, for atoms 1 through 4: -0.993 -0.275 -0.867 -0.060



Record 2
ORCA calculation (wB97M-V/def2-TZVPD) on a cluster of 3 separate species, C32H55Br3N2O8 in total at a distorted geometry.

Geometry as XYZ:
```
100
C32H55Br3N2O8 (wB97M-V/def2-TZVPD)
C -3.6442 -3.2510 -7.7371
C -2.1305 -3.1291 -8.3287
C -1.2419 -2.0602 -7.5145
C -0.5021 -2.7007 -6.2022
C 0.8012 -3.5706 -6.5756
C 2.1609 -3.1116 -5.8451
C 1.9918 -2.6706 -4.3053
C 3.3412 -2.9338 -3.4511
C 3.1595 -2.7872 -1.8591
C 2.3393 -1.4475 -1.4093
C 1.1964 -1.9391 -0.3899
C 0.0717 -0.7909 -0.0556
C -0.9784 -1.5705 0.9210
N -1.7267 -1.8794 1.8217
C 0.8410 0.3792 0.7305
C 0.3114 0.6647 2.2390
C -1.1010 1.4721 2.2784
C -1.1559 2.4443 3.5547
O -0.4396 2.1964 4.5728
O -1.9983 3.6154 3.5088
C -3.3990 3.1598 3.5358
C -4.1516 3.8147 2.2490
C -0.7935 -0.3476 -1.3385
Br -2.5920 0.3034 -0.6693
C -1.1567 -1.6860 -2.1853
N -1.3540 -2.7178 -2.7911
C -0.1820 0.8454 -2.2389
Br -1.0509 2.5626 -1.6092
C -0.3928 0.6930 -3.8251
C -1.9154 0.7368 -4.3291
Br 0.5084 2.2981 -4.6679
H -3.9833 -2.2877 -7.1903
H -4.3310 -3.3950 -8.6615
H -3.7624 -4.1465 -7.0180
H -1.5823 -4.1381 -8.2909
H -2.2377 -2.7276 -9.4093
H -1.9886 -1.2825 -7.0765
H -0.5182 -1.4529 -8.1710
H -1.2731 -3.4422 -5.7501
H -0.3135 -1.8190 -5.4987
H 0.9785 -3.4171 -7.7148
H 0.6845 -4.7029 -6.3959
H 2.8675 -4.0335 -5.8489
H 2.7411 -2.2805 -6.4006
H 1.8522 -1.5153 -4.3130
H 1.0603 -3.1986 -3.8541
H 4.2259 -2.2763 -3.8197
H 3.6400 -4.0372 -3.6671
H 4.2268 -2.8203 -1.4022
H 2.6288 -3.7229 -1.4176
H 3.0944 -0.8261 -0.7878
H 1.9738 -0.8217 -2.2923
H 0.7194 -2.9541 -0.6540
H 1.7276 -2.1141 0.6303
H 1.9490 0.0561 0.8654
H 0.8780 1.3965 0.2107
H 1.0846 1.4098 2.6879
H 0.3372 -0.2494 2.9243
H -1.9542 0.7072 2.3554
H -1.2256 2.0356 1.2891
H -3.5085 2.0187 3.5762
H -3.8950 3.5723 4.5019
H -3.5194 3.6370 1.3033
H -5.1868 3.2989 2.2010
H -4.2382 4.9472 2.3861
H 0.9506 1.0368 -2.0723
H 0.1773 -0.2369 -4.1688
H -2.3194 -0.3405 -4.5005
H -2.6536 1.2401 -3.6171
H -1.9774 1.2454 -5.3704
C -7.4187 2.9813 9.9209
C -6.1731 3.4057 10.6753
O -5.0336 2.6548 10.2377
C -4.4731 3.0702 9.0888
O -4.8367 4.0070 8.4161
O -3.4490 2.2468 8.8033
C -2.8076 2.5301 7.5609
H -7.5605 1.8994 9.9906
H -8.3029 3.4822 10.3213
H -7.3374 3.2234 8.8583
H -6.3009 3.1922 11.7393
H -5.9909 4.4802 10.5818
H -2.5068 3.5783 7.5007
H -3.4670 2.2682 6.7298
H -1.9111 1.9123 7.4952
C 5.5631 0.9246 3.4072
C 6.3176 1.8645 2.4860
O 7.5549 1.2769 2.0628
C 7.4595 0.3834 1.0643
O 6.4426 0.0488 0.5015
O 8.6914 -0.0948 0.8137
C 8.7247 -1.1160 -0.1809
H 6.1987 0.6085 4.2386
H 4.6698 1.4095 3.8072
H 5.2558 0.0181 2.8796
H 6.5725 2.7786 3.0275
H 5.7112 2.1587 1.6245
H 8.2268 -0.7937 -1.0982
H 8.2651 -2.0283 0.2067
H 9.7700 -1.3254 -0.4124
```

Results of the Mulliken charge analysis, in e, for atoms 1 through 4: -0.882 -0.434 -0.642 0.794



Record 3
ORCA calculation (wB97M-V/def2-TZVPD) on a cluster of 7 separate species, C32H55BrClF17N3O9S7 in total at a distorted geometry.

Output
total charge = +1

Geometry as XYZ:
```
125
C32H55BrClF17N3O9S7 (wB97M-V/def2-TZVPD)
C 3.2552 -4.4459 -1.8131
N 2.3768 -4.0770 -2.9244
C 1.6886 -2.8175 -2.7745
C 2.1138 -1.6951 -3.7796
Cl 3.8966 -1.7482 -3.6870
N 1.6296 -2.1451 -5.0999
C 1.3987 -1.1780 -5.8968
Br 0.8488 -1.3579 -7.6925
C 1.6963 0.1725 -5.1379
N 3.0623 0.4675 -5.6326
S 0.6146 1.4995 -5.8522
C 1.4662 -0.2782 -3.6542
C 2.0348 0.5341 -2.4389
C 2.9997 1.7083 -2.7063
C 4.3988 1.5723 -2.0805
F 4.6771 0.3446 -1.6159
F 4.4769 2.4034 -1.0186
C 5.5483 1.9970 -3.0541
F 5.3104 1.3396 -4.2063
F 5.3828 3.2994 -3.2907
C 6.9687 1.5921 -2.5776
F 7.1431 0.3088 -2.9084
F 7.0704 1.6232 -1.2607
C 8.1768 2.3994 -3.1390
F 8.0304 3.7160 -3.0320
F 9.1883 2.1253 -2.3121
C 8.6877 2.0123 -4.5681
F 9.7235 1.1931 -4.4192
F 7.8082 1.3647 -5.3351
C 9.2360 3.2129 -5.4063
F 10.1712 3.8793 -4.7597
F 9.8615 2.6474 -6.4390
C 8.1303 4.1407 -6.0128
F 6.9186 3.9511 -5.4901
F 8.0232 3.8678 -7.3117
C 8.4620 5.6655 -5.9438
F 9.6199 5.9511 -6.4513
F 7.5551 6.2702 -6.7007
F 8.3031 6.1138 -4.7275
C -0.0862 -0.2156 -3.5183
C -0.6875 -0.9451 -2.3285
O -0.1809 -1.1421 -1.3012
O -1.9847 -1.4363 -2.5566
C -2.9618 -0.5017 -2.1458
C -3.6059 0.3247 -3.2563
O -3.2879 -0.3812 -1.0430
H 4.2340 -3.9481 -1.9312
H 2.8341 -4.0752 -0.8764
H 3.4599 -5.5165 -1.7530
H 2.8119 -4.2104 -3.8310
H 1.7762 -2.4067 -1.7670
H 0.6128 -3.0029 -2.9588
H 1.5168 -3.0870 -5.4781
H 3.1249 1.4566 -5.8559
H 3.2247 -0.0130 -6.5145
H 0.8670 1.4311 -7.1830
H 2.4190 -0.2046 -1.7302
H 1.1704 0.9485 -1.9210
H 2.5862 2.5861 -2.1974
H 3.0527 2.0353 -3.7434
H -0.6371 -0.5431 -4.4079
H -0.3612 0.8408 -3.4002
H -3.1692 1.3269 -3.3029
H -4.6814 0.3766 -3.0938
H -3.4143 -0.1558 -4.2229
C -7.0312 -0.8056 2.7482
S -6.4942 0.0928 1.2913
O -7.6215 0.9651 0.8589
C -6.4675 -1.3330 0.1936
H -7.1525 -0.0937 3.5633
H -7.9845 -1.2981 2.5500
H -6.2729 -1.5411 3.0212
H -7.4568 -1.7906 0.1575
H -5.7295 -2.0519 0.5505
H -6.1883 -0.9896 -0.8013
C -2.0027 -2.1843 4.8303
S -3.6018 -1.4874 5.2794
O -4.6322 -2.1725 4.4477
C -3.3103 0.1228 4.5432
H -1.9777 -3.2213 5.1612
H -1.8713 -2.1432 3.7482
H -1.2114 -1.6247 5.3294
H -3.0916 0.0058 3.4794
H -2.4767 0.6083 5.0521
H -4.2091 0.7185 4.6714
C -7.4736 0.1993 7.6128
S -6.9091 1.5944 6.6353
O -5.5393 1.2592 6.1378
C -6.7133 2.7311 8.0141
H -7.6219 -0.6490 6.9449
H -6.7262 -0.0552 8.3649
H -8.4195 0.4514 8.0930
H -6.0133 2.3145 8.7387
H -7.6833 2.9042 8.4803
H -6.3218 3.6732 7.6308
C -6.9123 -3.1294 10.7466
S -7.1918 -1.4603 11.3572
O -6.2827 -0.5533 10.6027
C -6.4610 -1.7222 12.9788
H -7.2645 -3.1780 9.7177
H -5.8475 -3.3617 10.7792
H -7.4736 -3.8378 11.3563
H -5.4245 -2.0426 12.8702
H -7.0358 -2.4746 13.5193
H -6.4958 -0.7799 13.5223
C 3.4903 -6.9688 -6.0361
S 4.7159 -6.1900 -4.9750
O 4.5851 -4.7092 -5.1557
C 6.1523 -6.7131 -5.9163
H 2.5017 -6.7315 -5.6455
H 3.5844 -6.5861 -7.0530
H 3.6336 -8.0490 -6.0239
H 6.0787 -6.3445 -6.9397
H 6.2141 -7.8011 -5.9082
H 7.0388 -6.2963 -5.4420
C -3.5662 6.9448 4.7753
S -4.8702 6.1155 5.6984
O -4.3470 5.8535 7.0652
C -4.7925 4.5651 4.7922
H -3.4191 7.9324 5.2084
H -2.6408 6.3726 4.8481
H -3.8680 7.0468 3.7324
H -3.7907 4.1404 4.8632
H -5.0575 4.7370 3.7483
H -5.5072 3.8804 5.2405
```

Results of the Mulliken charge analysis, in e, for atoms 1 through 4: -0.816 -0.019 -1.833 0.703



Record 4
ORCA calculation (wB97M-V/def2-TZVPD) on a cluster of 6 separate species, C32H55F15O11P in total.

Output
total charge = -1

Geometry as XYZ:
```
114
C32H55F15O11P (wB97M-V/def2-TZVPD)
C -1.9719 2.6063 -1.7873
C -2.3518 2.3230 -3.2646
C -1.5393 3.1306 -4.2806
C -0.2690 2.4348 -4.8139
C 0.3456 1.3627 -3.8895
C 0.0553 -0.0807 -4.3633
C -0.0735 -1.1200 -3.2494
C 1.2847 -1.5698 -2.6671
C 1.3705 -1.6025 -1.1436
P 1.2935 0.1277 -0.2827
C 1.1838 1.8634 0.5511
O 2.4178 2.5873 0.6712
C 2.7936 3.2466 -0.5107
C 1.9108 4.4434 -0.8709
H -2.8264 2.9608 -1.2182
H -1.5709 1.6984 -1.3334
H -1.1545 3.3272 -1.7581
H -3.3952 2.6324 -3.3817
H -2.3155 1.2555 -3.4686
H -1.3065 4.1146 -3.8702
H -2.1854 3.3233 -5.1436
H -0.5067 1.9560 -5.7655
H 0.4818 3.2047 -5.0001
H 1.4274 1.4979 -3.9332
H 0.0795 1.4854 -2.8405
H 0.8748 -0.3728 -5.0266
H -0.8617 -0.0616 -4.9599
H -0.7601 -0.7585 -2.4832
H -0.5358 -1.9935 -3.7108
H 1.5110 -2.5602 -3.0780
H 2.0602 -0.8990 -3.0497
H 2.3711 -1.9725 -0.8939
H 0.6073 -2.2575 -0.7165
H 1.7161 0.7501 -1.5513
H 2.6871 0.0137 0.1791
H 0.7876 -0.5362 0.9546
H -0.1369 0.3120 -0.7104
H 0.8581 1.6794 1.5799
H 0.4062 2.4774 0.0756
H 2.8411 2.5647 -1.3639
H 3.8103 3.6136 -0.3430
H 1.5850 4.9743 0.0239
H 1.0573 4.1768 -1.4930
H 2.5108 5.1481 -1.4550
C -6.6901 -1.1998 -7.9233
C -6.3207 -0.2368 -6.8162
O -5.6065 -0.9053 -5.7613
C -4.3039 -1.0726 -5.9609
O -3.6792 -0.7350 -6.9217
C -3.6725 -1.7425 -4.7252
F -4.4281 -2.7615 -4.2888
F -3.5714 -0.8549 -3.7360
F -2.4687 -2.2084 -5.0141
H -7.2548 -2.0419 -7.5222
H -7.2980 -0.6938 -8.6730
H -5.7988 -1.5949 -8.4096
H -7.2120 0.1700 -6.3430
H -5.7281 0.5969 -7.1902
C -1.0545 -3.9508 0.9316
C -1.4938 -5.2553 1.5613
O -0.3907 -5.9073 2.2363
C -0.1438 -5.5027 3.4686
O -0.7482 -4.6943 4.1090
C 1.0725 -6.2660 4.0287
F 2.0606 -6.3412 3.1360
F 0.7324 -7.5173 4.3731
F 1.5373 -5.6476 5.1124
H -0.2093 -4.1142 0.2645
H -1.8706 -3.5099 0.3603
H -0.7385 -3.2313 1.6865
H -1.8171 -5.9623 0.7998
H -2.3178 -5.1171 2.2603
C -4.8941 4.7034 4.3060
C -3.8589 5.0630 3.2634
O -4.2905 4.6695 1.9460
C -5.1033 5.4989 1.3165
O -5.5314 6.5425 1.7164
C -5.4005 4.9403 -0.0888
F -5.6671 3.6329 -0.0455
F -4.3367 5.1281 -0.8726
F -6.4458 5.5575 -0.6345
H -5.1290 3.6401 4.2564
H -4.5163 4.9334 5.3016
H -5.8181 5.2597 4.1486
H -2.9330 4.5184 3.4316
H -3.6303 6.1277 3.2719
C 2.9461 -2.6544 5.6153
C 2.6949 -2.7978 7.0993
O 3.1580 -1.6397 7.8319
C 2.3302 -0.6100 7.8862
O 1.2367 -0.5271 7.4134
C 2.9677 0.5118 8.7308
F 4.2527 0.6976 8.4187
F 2.9017 0.1918 10.0340
F 2.3238 1.6587 8.5545
H 3.9965 -2.4422 5.4394
H 2.6738 -3.5677 5.0958
H 2.3640 -1.8322 5.1977
H 3.2636 -3.6324 7.5051
H 1.6426 -2.9751 7.3185
C 8.1283 -0.8306 0.1831
C 7.8334 -2.1526 0.8577
O 6.7875 -2.0151 1.8341
C 5.5452 -2.0505 1.3482
O 5.2329 -2.1905 0.2069
C 4.5358 -1.9266 2.5058
F 4.9158 -0.9854 3.3807
F 4.4675 -3.1021 3.1641
F 3.3350 -1.6377 2.0649
H 8.3653 -0.0692 0.9267
H 8.9748 -0.9359 -0.4956
H 7.2674 -0.4843 -0.3875
H 8.6994 -2.5066 1.4144
H 7.5617 -2.9191 0.1327
```

Results of the Mulliken charge analysis, in e, for atoms 1 through 4: -0.847 0.195 -0.898 -1.069



Number 1: E_HOMO -11.203 eV, orbital gap 8.494 eV. Number 2: E_HOMO -9.560 eV, orbital gap 8.732 eV. Number 3: E_HOMO -9.586 eV, orbital gap 5.087 eV. Number 4: E_HOMO -3.281 eV, orbital gap 5.476 eV.